Entry 1:
This record from OMol25 describes C26H25GeN2O4RuS as an isolated structure. The level of theory is ωB97M-V/def2-TZVPD.

ΔE to the lowest compared entry with this formula, charge and spin in kcal/mol: 6.2
HOMO level in eV: -11.8919
Net charge: +1
Multiplicity: 1
Energy in eV: -108464.3588
Kohn-Sham gap in eV: 7.51

```
60
C26H25GeN2O4RuS ωB97M-V/def2-TZVPD
H 1.842 2.102 -4.437
O -3.246 -3.464 -0.333
H 1.905 -0.156 3.916
H 0.160 -2.285 0.996
C -2.438 -2.598 -0.627
Ru -0.039 -1.140 -1.219
C -0.567 1.115 1.944
H 5.954 1.209 3.986
H -1.908 4.108 2.833
C 1.646 1.780 -3.423
C 0.459 -1.373 0.474
H 5.788 1.868 1.611
S 0.777 -2.132 -3.383
C 2.250 0.658 -2.926
C 5.031 1.048 3.444
C 2.658 0.637 2.054
H 1.901 -4.215 -3.059
C -2.818 -1.152 -0.587
H -4.720 -2.725 0.190
C 2.755 0.276 3.399
H 2.835 -2.860 -2.397
C 0.804 2.551 -2.598
H 4.012 0.198 5.131
H -3.591 0.187 3.187
C 2.235 -3.197 -3.238
Ge 1.012 0.377 1.102
H 0.378 3.471 -2.979
H -1.412 -2.825 -3.943
C 1.988 0.244 -1.599
H -4.194 1.775 -0.205
H 2.607 -0.537 -1.172
C -0.676 2.494 2.141
H 3.692 1.509 0.373
C -1.625 0.291 2.330
N -1.856 -0.307 -0.982
O -1.220 -2.793 -0.999
C -1.833 3.038 2.683
O -6.057 -0.032 0.713
H -0.590 -4.076 -2.980
C -2.886 2.208 3.050
C -2.777 0.835 2.885
C 3.941 0.479 4.089
C -0.477 -3.360 -3.788
C 3.756 1.211 1.414
H -1.556 -0.785 2.210
C -5.273 -0.871 0.360
H 2.809 -3.147 -4.159
H -0.187 -3.846 -4.718
H 2.944 0.094 -3.537
O -5.479 -2.165 0.504
C 1.136 0.987 -0.770
C -3.953 -0.441 -0.203
N -2.354 0.930 -0.829
C -3.606 0.889 -0.376
H -3.786 2.630 3.478
H -1.787 1.725 -1.074
C 0.567 2.172 -1.302
H 0.150 3.151 1.887
H -0.015 2.818 -0.653
C 4.940 1.417 2.110
```

Atom charges from the natural (NBO) analysis, given in e for atoms 1 to 2: 0.24 -0.60

---

Entry 2:
This record from OMol25 describes C26H26AuN4O4S as an isolated structure at a distorted geometry. The level of theory is ωB97M-V/def2-TZVPD.

<S²>: 2.023
ΔE to the lowest compared entry with this formula, charge and spin in kcal/mol: 5.0
HOMO level (alpha / beta) in eV: -9.8452 / -10.4182
Net charge: +1
Multiplicity: 3
Energy in eV: -56054.9555
Kohn-Sham gap (alpha / beta) in eV: 7.30 / 4.30

```
62
C26H26AuN4O4S ωB97M-V/def2-TZVPD
H -4.076 -2.184 1.099
C -2.124 -0.376 3.343
C -7.406 1.571 0.200
C -5.761 0.043 -1.462
H -7.717 3.084 1.681
N -3.973 -2.348 -3.532
C -5.341 1.329 -1.018
H -9.006 2.931 0.487
H -4.363 1.705 -1.295
H -4.028 -0.142 -2.449
Au -0.134 -0.010 0.112
C -3.741 -1.869 2.095
C 2.175 2.718 -2.334
C -5.089 -1.874 -2.892
C -8.287 2.368 1.092
C 2.888 -0.006 0.350
H -4.203 -3.076 -4.193
S 3.518 1.951 -1.606
H -1.908 -1.203 4.024
C -7.818 0.292 -0.255
C 0.052 -1.609 -2.897
N 1.871 -0.611 0.991
H 5.475 -1.623 1.800
N -0.814 -1.333 -1.931
C -7.031 -0.470 -1.063
H -1.219 0.224 3.228
O -2.378 0.522 0.047
C 2.112 -1.548 1.905
C -3.050 0.311 1.108
H 5.012 0.155 0.121
C 0.982 2.262 -1.852
C -2.105 -1.591 -2.116
C -2.573 -0.903 1.996
H -3.467 -2.758 2.668
H 0.024 2.640 -2.178
H -8.784 -0.090 0.048
N -4.884 -0.643 -2.235
C 1.152 1.259 -0.867
O -4.050 0.899 1.505
H 2.341 3.477 -3.083
H -4.573 -1.371 2.587
C -0.345 -2.214 -4.081
C -2.603 -2.133 -3.297
C 3.394 -1.947 2.225
H -2.906 0.246 3.773
C 4.457 -1.333 1.575
C -6.150 2.068 -0.211
C -1.681 -2.483 -4.282
O -6.157 -2.422 -2.978
H 1.242 -1.973 2.391
H 0.383 -2.448 -4.845
H -7.359 -1.435 -1.407
H 3.556 -2.716 2.967
H 1.087 -1.351 -2.705
H -2.751 -1.310 -1.293
O -1.445 -1.550 1.383
C 2.471 0.983 -0.627
H -1.759 -2.205 0.750
H -5.814 3.036 0.136
H -2.022 -2.936 -5.206
H -8.862 1.721 1.754
C 4.207 -0.349 0.638
```

Atom charges from the natural (NBO) analysis, given in e for atoms 1 to 2: 0.19 -0.62

---

Entry 3:
This record from OMol25 describes C26H26BN12STeW as an isolated structure at a distorted geometry. The level of theory is ωB97M-V/def2-TZVPD.

<S²>: 0.888
ΔE to the lowest compared entry with this formula, charge and spin in kcal/mol: 16.2
HOMO level (alpha / beta) in eV: -13.5870 / -13.1835
Net charge: +2
Multiplicity: 2
Energy in eV: -65885.0942
Kohn-Sham gap (alpha / beta) in eV: 5.58 / 5.11

```
68
C26H26BN12STeW ωB97M-V/def2-TZVPD
H -1.039 -3.922 -2.910
C -0.425 3.350 -5.052
N -0.430 0.525 2.980
C -3.319 0.087 4.092
C -0.385 1.338 4.042
C 0.836 -3.831 2.732
H -4.274 -0.883 -0.962
H 1.507 4.253 -2.428
N -1.248 -0.423 0.217
C 4.021 0.612 0.309
H 2.138 1.235 -4.310
H -1.559 1.254 -2.666
N -2.524 -1.961 4.564
H -3.892 -2.443 6.047
H -4.017 -0.926 1.770
H 2.155 2.236 2.228
H -1.717 -0.496 -1.821
N 0.601 0.823 2.148
C 1.270 -3.086 1.660
C -3.272 -0.769 1.006
N -1.993 -0.573 1.338
H 3.580 0.259 -3.985
H 2.060 -3.289 0.955
W 0.954 -0.252 0.273
C 0.595 -1.109 -3.889
C -3.564 -1.703 5.333
N 3.624 1.008 -0.868
C -0.471 -3.004 -2.862
C 0.535 4.032 -4.321
H 1.107 4.826 -4.784
H -1.937 1.830 -5.020
C -0.947 2.004 -3.124
N -0.358 -1.961 2.582
S 3.124 -0.515 1.310
H -3.363 1.036 3.578
H -0.287 -3.027 -0.707
H 5.558 0.741 1.654
B -1.318 -0.731 2.734
H -0.837 -3.261 4.135
C 1.065 -0.750 -2.653
N 5.180 1.078 0.785
C 2.847 0.937 -3.536
C -2.090 -0.546 -0.817
Te 0.401 2.432 -0.362
H 0.991 2.982 4.580
C -1.169 2.343 -4.454
C 0.682 2.208 3.900
N 0.550 -1.950 1.554
C -4.109 -0.427 5.080
C 0.759 3.706 -2.987
N -2.366 -0.844 3.793
C -0.190 -3.080 3.292
C -3.382 -0.751 -0.373
H -0.608 3.617 -6.085
N 0.701 -1.420 -1.535
C 0.021 2.681 -2.391
C 1.272 1.842 2.706
H -4.953 0.043 5.557
C -0.186 -2.264 -3.992
H -0.552 -2.583 -4.960
H 5.760 1.652 0.194
C -0.035 -2.533 -1.634
C 2.127 0.264 -2.427
N 2.447 0.357 -1.192
H 1.208 -4.782 3.070
H -1.101 1.230 4.841
H 0.859 -0.529 -4.762
H 3.381 1.807 -3.169
```

Atom charges from the natural (NBO) analysis, given in e for atoms 1 to 2: 0.26 -0.18

---

Entry 4:
This record from OMol25 describes C26H26Br4FN3O6OsS as an isolated structure at a distorted geometry. The level of theory is ωB97M-V/def2-TZVPD.

ΔE to the lowest compared entry with this formula, charge and spin in kcal/mol: 11.7
HOMO level (alpha / beta) in eV: -11.9499 / -12.0500
Net charge: +2
Multiplicity: 1
Energy in eV: -340313.8050
Kohn-Sham gap (alpha / beta) in eV: 5.64 / 5.79

```
68
C26H26Br4FN3O6OsS ωB97M-V/def2-TZVPD
H 3.585 -6.564 -0.014
H -7.187 -0.629 -0.403
H -3.065 0.357 -1.571
H 5.652 -5.111 0.622
C 1.700 -0.193 0.553
H 1.537 -5.424 0.142
C -0.272 -1.540 0.302
C -1.310 6.965 0.095
H 4.320 -4.457 -1.913
C 1.908 -2.570 0.058
H -1.348 -1.645 0.320
C -0.448 3.184 2.077
H 3.547 -1.239 0.222
H -3.504 -2.328 -1.767
C 2.472 -1.327 0.271
Br -5.245 6.772 1.585
H -4.162 -0.225 -2.845
H 3.669 0.684 -1.541
H 5.719 -3.613 -0.316
C 1.523 2.041 1.246
H 2.016 2.970 1.511
N 2.287 1.040 0.818
C 3.853 -3.903 0.790
C -2.601 7.342 0.651
H 4.117 -2.986 1.306
O -1.758 3.178 2.232
H 3.988 2.185 1.116
C -3.979 -0.205 -1.770
C 3.958 1.547 -0.939
C -0.525 0.830 0.975
H 4.313 0.479 0.918
Os -3.016 2.347 0.979
H 5.015 1.753 -1.109
F -0.125 -3.794 -0.218
C -6.108 -0.712 -0.289
C 0.307 -0.300 0.597
C 0.156 1.985 1.397
C 5.070 -4.419 0.017
H -5.665 -2.833 -0.415
C -1.051 5.663 -0.228
C -3.548 6.392 0.900
N 4.577 -5.148 -1.207
C 3.713 1.304 0.542
Br 0.591 5.077 -0.947
H -5.850 -0.666 0.770
H 3.384 2.410 -1.279
O -4.666 1.430 0.219
N 2.755 -3.686 -0.152
C -2.023 4.670 0.026
O -1.796 0.692 0.907
O 0.270 4.053 2.499
C 2.197 -4.969 -0.598
C -5.501 -1.923 -0.990
C 0.501 -2.629 0.039
O -1.864 3.410 -0.279
H -5.958 -2.061 -1.972
O -4.008 4.041 0.964
H 5.313 -5.738 -1.595
S -5.317 0.750 -1.010
H 3.552 -4.626 1.557
Br -0.007 8.267 -0.170
Br -2.940 9.128 1.057
C 3.350 -5.945 -0.877
C -3.236 5.032 0.662
H -3.539 -1.574 -0.165
C -4.019 -1.596 -1.146
H 1.623 -4.802 -1.506
H 3.105 -6.600 -1.709
```

Atom charges from the natural (NBO) analysis, given in e for atoms 1 to 2: 0.23 0.26

---

Entry 5:
This record from OMol25 describes C26H26BrF4MoO4P as an isolated structure. The level of theory is ωB97M-V/def2-TZVPD.

<S²>: 2.015
HOMO level (alpha / beta) in eV: -20.4936 / -20.4917
Net charge: +4
Multiplicity: 3
Energy in eV: -127584.7893
Kohn-Sham gap (alpha / beta) in eV: 5.40 / 5.59

```
63
C26H26BrF4MoO4P ωB97M-V/def2-TZVPD
Br 1.292 -2.670 0.116
C -2.673 2.126 -2.755
O 3.551 -0.363 -0.034
H 2.588 2.144 -2.753
H 1.394 3.613 -1.336
C -1.675 0.399 3.981
C -0.571 -3.122 0.045
H -3.135 3.103 -2.815
C -1.798 0.330 1.567
F -3.816 -1.632 -0.114
H -2.959 1.703 -4.842
F 0.099 -5.370 0.083
H -2.323 2.271 -0.656
C -3.198 -3.886 -0.071
Mo 1.374 -0.092 -0.005
H -1.949 -0.548 -4.726
C -1.557 -0.427 -2.622
H -0.027 2.367 1.330
C 1.044 2.554 1.235
H 3.120 -0.805 3.176
C -3.531 1.426 2.822
C -2.006 0.064 -3.836
C -2.201 -4.854 -0.018
C 3.960 -0.985 -1.285
C 1.034 2.585 -1.284
C 4.032 -0.966 1.199
O 1.510 1.988 -0.037
H -0.258 -0.630 2.767
H 3.880 0.731 -2.617
C -2.217 1.654 -1.538
H -3.579 1.217 0.697
H 3.090 -0.734 -3.267
O 2.077 0.422 1.823
P -1.146 -0.376 0.075
C -2.853 -2.533 -0.063
C -2.575 1.334 -3.899
H 5.118 -0.866 1.254
H 3.972 0.667 2.646
C 3.370 -0.177 2.322
C -1.144 0.001 2.768
O 1.970 0.371 -1.862
C -3.014 1.028 1.598
H -1.173 -1.440 -2.573
H 3.773 -2.026 1.208
C -1.528 -2.120 -0.006
H 1.248 3.626 1.246
C -1.668 0.358 -1.457
C 3.302 -0.154 -2.370
H 2.883 2.267 2.349
H 1.395 1.818 3.245
C 1.884 1.846 2.272
H -1.196 0.119 4.910
C -0.854 -4.467 0.040
F -4.448 -4.238 -0.129
C -2.863 1.129 4.003
F -2.509 -6.113 -0.026
H 3.653 -2.032 -1.290
H 5.046 -0.931 -1.386
H -3.285 1.437 4.952
C 1.644 1.742 -2.398
H -4.476 1.952 2.855
H -0.053 2.561 -1.283
H 0.953 1.599 -3.228
```

Atom charges from the natural (NBO) analysis, given in e for atoms 1 to 2: 0.39 -0.17

---

Entry 6:
This record from OMol25 describes C26H26Cl2N3O4STc as an isolated structure at a distorted geometry. The level of theory is ωB97M-V/def2-TZVPD.

<S²>: 3.777
HOMO level (alpha / beta) in eV: -11.3616 / -11.4768
Net charge: +1
Multiplicity: 4
Energy in eV: -78115.1442
Kohn-Sham gap (alpha / beta) in eV: 7.67 / 6.58

```
63
C26H26Cl2N3O4STc ωB97M-V/def2-TZVPD
O 0.170 2.871 -1.578
C 2.611 -0.548 1.355
C -2.564 -2.864 0.744
H 0.385 3.524 0.945
H -2.249 -3.826 -3.207
C -0.896 -1.205 1.338
H -2.887 -0.745 0.607
H -3.186 0.331 -2.707
H 0.697 -1.963 2.511
C -1.459 2.603 0.405
C 2.934 -1.066 -2.582
O -2.181 2.343 -2.120
C 3.099 1.022 -1.692
H 4.663 -0.702 -4.110
H 3.708 2.365 -0.057
S -1.041 2.154 -1.259
C 3.565 -0.242 2.524
C -1.926 -2.878 -2.968
H -0.425 4.055 3.345
C -2.764 -1.803 -3.126
H 1.622 -2.370 -3.745
H 4.749 1.702 -3.145
H -4.184 2.524 2.416
O 2.487 -1.638 0.740
Cl 2.596 -0.660 3.913
H 3.223 -2.966 -3.088
C -1.277 -0.458 -1.903
H 3.801 0.838 2.500
N 2.424 -0.143 -1.601
H -3.749 3.077 4.676
C -3.162 2.603 2.163
C 4.072 0.930 -2.770
H 1.879 -2.858 -2.007
C -2.761 2.259 0.868
C -2.462 -0.538 -2.703
C 4.037 -0.395 -3.286
C -2.874 3.710 4.409
C -0.375 -3.570 1.509
C -0.811 -2.755 -2.185
C -1.613 -3.853 0.984
N -0.697 0.603 -1.151
C -1.025 3.519 2.597
C -0.101 -2.291 1.828
H 2.005 2.186 -0.302
H 0.232 -4.381 1.948
C 2.340 -2.349 -2.873
H -3.709 -1.902 -3.692
H -0.570 -0.188 1.626
H -3.121 4.800 4.432
C -2.346 3.262 3.044
H -3.575 -3.233 0.496
O 1.875 0.458 1.062
H 3.158 3.087 -1.407
N -0.509 -1.548 -1.642
C 2.975 2.204 -0.849
Tc 0.782 -0.656 -0.285
H -2.067 3.634 5.141
H -3.466 1.867 0.100
C -0.607 3.226 1.314
H -1.971 -4.809 0.958
H -0.273 -3.631 -1.827
Cl 5.002 -1.196 2.505
C -2.208 -1.529 0.864
```

Atom charges from the natural (NBO) analysis, given in e for atoms 1 to 2: -0.95 0.77